No. 1
Here is C15H12AuI2N11O as an isolated structure in a non-equilibrium geometry from OMol25. Energies are from ωB97M-V/def2-TZVPD.

- Kohn-Sham gap (spin up / spin down) (eV) = 4.7 / 4.7
- E_tot (Eh) = -1987.31560
- E_LUMO (spin up / spin down) (hartree) = -0.1158 / -0.1158
- HOMO energy (spin up / spin down) (hartree) = -0.289 / -0.289

Structure (XYZ):
```
42
Properties=species:S:1:pos:R:3:forces:R:3
Au -0.41786 0.67225 -1.17214 -0.24 0.09 -0.03
I 2.20411 -0.91005 6.00471 -0.07 0.06 -0.30
C 1.90010 -0.35207 3.99650 -0.33 -0.08 0.38
C 2.94033 -0.47675 3.08726 -0.18 -0.07 0.16
C 2.71543 -0.09385 1.78933 -0.25 0.23 -0.72
I 4.21029 -0.29140 0.33111 -0.06 -0.04 0.20
C 1.49109 0.49260 1.33780 0.34 -0.86 2.27
O 1.41252 0.93917 0.16180 -1.06 0.84 -1.94
C 0.43090 0.54697 2.30228 0.31 -0.08 -0.86
C -0.89417 1.14666 1.92231 0.61 0.44 0.49
N -1.60756 0.41869 0.86123 0.10 0.36 -0.53
C -1.86317 -0.99996 1.07759 -0.11 -0.39 0.02
C -0.85425 -1.90420 0.40705 -0.50 -0.07 0.74
C -0.72704 -3.23428 0.79370 0.17 0.19 -0.20
C 0.17483 -4.04649 0.12844 -0.02 0.19 -0.10
C 0.92798 -3.51517 -0.90790 -0.18 0.25 0.11
C 0.72350 -2.18999 -1.24998 0.59 -0.44 -0.53
N -0.14670 -1.42146 -0.60857 -0.19 1.65 -0.93
C 0.65357 0.12312 3.59358 0.42 -0.24 0.52
H 3.89627 -0.88247 3.38420 0.03 0.02 0.02
H -0.72433 2.15695 1.52571 -0.16 -0.14 0.13
H -1.51188 1.22237 2.82908 -0.05 -0.04 -0.22
H -2.47655 0.91559 0.69443 0.04 -0.11 -0.10
H -2.83762 -1.25706 0.64505 0.05 0.14 0.07
H -1.90754 -1.24555 2.14709 0.05 0.09 -0.14
H -1.33650 -3.62815 1.59318 -0.01 0.09 0.10
H 0.28316 -5.08291 0.40392 0.02 -0.12 0.08
H 1.64400 -4.11382 -1.44826 0.04 0.06 -0.06
H 1.24742 -1.72880 -2.07222 0.07 0.02 -0.06
H -0.15239 0.18863 4.31375 -0.01 0.01 0.06
N -0.86538 2.94721 -3.79558 0.00 0.44 -0.17
C -0.86174 3.43325 -2.52769 0.16 0.28 0.40
N -0.89873 4.72346 -2.20801 0.02 -0.83 -1.56
N -0.89186 4.74880 -0.89309 -0.29 0.32 1.16
N -0.86766 3.57705 -0.39411 0.34 -0.39 1.51
N -0.84119 2.69588 -1.39669 0.31 -1.30 -1.34
C -0.73339 1.63801 -4.13475 -0.17 -0.89 -0.15
N -0.83168 1.17195 -5.37470 -0.09 1.55 0.62
N -0.66377 -0.12629 -5.26113 0.28 -1.30 -0.51
N -0.46569 -0.48198 -4.05321 -0.01 -1.33 0.53
N -0.51304 0.60698 -3.28784 -0.04 1.52 0.79
H -0.96382 3.61710 -4.54523 0.03 -0.11 0.08
```
Forces are in eV/Å.

Results of the Mulliken charge analysis, in e, for atoms 1 through 5: atom 1 (Au): 1.201, atom 2 (I): 0.042, atom 3 (C): -0.307, atom 4 (C): -0.357, atom 5 (C): -0.400

***

No. 2
Here is an isolated molecule of C5H7N in a non-equilibrium geometry from OMol25. Energies are from ωB97M-V/def2-TZVPD.

- Kohn-Sham gap (eV) = 11.8
- E_tot (Eh) = -249.38469
- E_LUMO (hartree) = 0.0309
- HOMO energy (hartree) = -0.404

Structure (XYZ):
```
13
Properties=species:S:1:pos:R:3:forces:R:3
N -0.21188 1.96112 0.98541 -1.66 -0.09 0.56
C -1.04754 2.22379 1.78155 0.96 0.39 0.22
C -0.36010 1.17395 -0.23369 0.14 -0.14 -0.44
C -0.41411 -0.29826 0.08232 -0.05 0.04 -0.02
C 0.86577 -0.98009 0.44883 0.20 -0.04 0.14
C 0.23612 -1.23401 -0.89101 0.05 -0.16 -0.23
H 0.47491 1.41938 -0.88667 0.02 -0.19 -0.09
H -1.28904 1.49422 -0.71668 0.25 -0.03 -0.04
H -1.31906 -0.64290 0.58311 0.19 0.18 -0.12
H 0.83492 -1.76930 1.19275 -0.02 0.11 -0.12
H 1.75473 -0.35670 0.49366 -0.10 -0.13 -0.05
H 0.70451 -0.79405 -1.76710 -0.05 -0.07 0.13
H -0.22923 -2.19714 -1.07248 0.06 0.14 0.06
```
Forces are in eV/Å.

Results of the Mulliken charge analysis, in e, for atoms 1 through 5: atom 1 (N): -0.187, atom 2 (C): -0.025, atom 3 (C): -0.725, atom 4 (C): 0.129, atom 5 (C): -0.491

***

No. 3
Here is an isolated molecule of C4H4N4 in a non-equilibrium geometry from OMol25. Energies are from ωB97M-V/def2-TZVPD.

- SMILES = C1=NCc2nncn21
- Kohn-Sham gap (eV) = 9.9
- E_tot (Eh) = -373.70939
- E_LUMO (hartree) = 0.0037
- HOMO energy (hartree) = -0.360

Structure (XYZ):
```
12
Properties=species:S:1:pos:R:3:forces:R:3
C -0.31511 -1.26085 0.74125 5.34 -0.32 -2.37
N 0.95944 -1.47675 0.40765 -1.52 -0.37 1.19
C 1.54197 -0.42434 -0.43853 1.49 2.13 1.51
C 0.22567 0.44235 -0.67156 3.13 -5.48 0.09
N -0.09578 1.53193 -1.10930 0.25 5.40 -0.34
N -1.24606 1.93475 -0.39990 -0.96 -1.89 -2.53
C -1.72146 0.79757 0.04989 -0.27 2.55 2.35
N -0.80041 -0.18068 0.04385 0.35 0.63 -0.48
H -0.74368 -1.91044 1.45016 -1.12 -0.31 0.48
H 2.53838 -0.73393 -1.21262 -3.84 0.78 2.01
H 2.16705 0.36417 0.39964 -1.72 -2.34 -2.36
H -2.51001 0.91622 0.73947 -1.12 -0.78 0.46
```
Forces are in eV/Å.

Results of the Mulliken charge analysis, in e, for atoms 1 through 5: atom 1 (C): -0.012, atom 2 (N): -0.469, atom 3 (C): -0.360, atom 4 (C): 0.332, atom 5 (N): -0.387

***

No. 4
Here is a 4-piece molecular cluster, C16H41N3O7 overall in a non-equilibrium geometry from OMol25. Energies are from ωB97M-V/def2-TZVPD.

- SMILES = COC[C@@H](C)N.COC[C@@H](C)N.COC[C@@H](C)N.CCOCOC(=O)O
- Kohn-Sham gap (eV) = 8.9
- E_tot (Eh) = -1325.04210
- E_LUMO (hartree) = 0.0042
- HOMO energy (hartree) = -0.322

Structure (XYZ):
```
67
Properties=species:S:1:pos:R:3:forces:R:3
C 4.41566 -0.98328 -5.05986 0.16 0.09 0.37
O 3.41375 -0.44473 -4.21356 -0.25 0.00 -0.42
C 2.08042 -0.65435 -4.66929 -0.18 0.07 0.26
C 1.50940 -2.05251 -4.35344 0.49 -0.11 0.10
C 2.04761 -3.15366 -5.26367 -0.12 -0.15 -0.20
N 1.75149 -2.43034 -2.95532 0.02 0.36 -0.03
H 4.13894 -0.92353 -6.11650 -0.06 -0.07 0.02
H 4.63053 -2.01621 -4.77866 0.03 -0.07 -0.23
H 5.33072 -0.40505 -4.90813 -0.13 0.03 0.01
H 1.47064 0.08512 -4.13912 0.13 -0.06 0.06
H 1.99513 -0.41673 -5.73700 0.11 -0.11 -0.08
H 0.42615 -2.00463 -4.51140 0.05 0.13 0.06
H 3.06111 -3.46101 -4.99748 -0.07 0.10 0.03
H 1.41810 -4.04482 -5.19154 0.06 0.10 0.06
H 2.05060 -2.83252 -6.30941 0.03 -0.02 0.04
H 1.30039 -1.74596 -2.34977 -0.07 -0.28 0.01
H 2.74655 -2.29475 -2.77288 -0.12 -0.12 -0.08
C 1.52057 -4.35245 0.77236 0.33 0.25 0.03
O 2.30232 -5.28792 1.49914 -0.36 -0.36 0.02
C 1.93777 -6.64810 1.29049 0.27 -0.10 0.13
C 2.50470 -7.26915 -0.00307 -0.02 0.42 -0.09
C 1.77298 -6.82552 -1.26738 -0.10 -0.10 -0.19
N 3.93722 -6.98100 -0.15653 -0.03 -0.01 0.32
H 0.47994 -4.67405 0.67130 0.04 -0.07 -0.07
H 1.96358 -4.17575 -0.20939 -0.28 0.05 -0.11
H 1.53886 -3.40379 1.31505 0.03 -0.12 0.03
H 2.35858 -7.19746 2.13990 0.05 0.12 -0.04
H 0.84940 -6.77075 1.35213 -0.05 0.09 -0.14
H 2.38141 -8.35510 0.07651 0.04 0.06 0.13
H 2.04869 -5.81640 -1.58096 -0.02 -0.05 0.10
H 2.01713 -7.49241 -2.09888 0.04 0.06 0.11
H 0.68907 -6.85536 -1.12453 0.05 0.03 -0.01
H 4.43548 -7.37094 0.64161 0.00 -0.05 -0.14
H 4.05719 -5.97348 -0.04670 -0.03 -0.14 -0.13
C -4.79815 5.54891 1.73700 -0.04 -0.38 0.14
O -3.50794 5.33239 2.28574 0.11 0.39 -0.20
C -2.73450 6.51761 2.45367 0.26 -0.06 0.20
C -3.07497 7.32809 3.72149 -0.35 -0.26 -0.06
C -4.36972 8.12841 3.60763 -0.06 0.26 0.02
N -3.15176 6.46558 4.90849 0.21 -0.17 -0.23
H -4.80544 6.36580 1.00985 0.02 0.04 0.08
H -5.51880 5.74007 2.53442 -0.11 0.16 -0.13
H -5.10660 4.63086 1.23018 0.12 0.06 0.02
H -1.69586 6.17931 2.53993 -0.10 -0.08 0.03
H -2.78216 7.14108 1.55252 -0.16 0.03 0.00
H -2.26354 8.04807 3.87455 0.04 -0.13 -0.05
H -5.25996 7.50530 3.71587 0.12 -0.03 -0.02
H -4.41647 8.88538 4.39504 0.03 -0.13 -0.05
H -4.42842 8.64540 2.64564 -0.01 -0.04 0.04
H -2.24954 6.01162 5.04084 -0.05 0.13 0.12
H -3.77928 5.69315 4.68228 0.00 0.18 0.10
C -0.89550 3.36009 1.09445 0.16 -1.24 -0.38
C -1.37817 2.59251 2.44517 -0.02 2.41 -0.59
O -0.41795 1.62954 2.94040 -1.48 -1.49 -1.26
C -0.64826 0.31203 2.37279 -0.24 1.61 1.96
O -0.03990 0.32156 1.05401 -2.89 -2.45 -0.26
C -0.63309 -0.61288 0.16990 2.99 -2.01 -3.79
O 0.11769 -1.16532 -0.68123 -3.14 2.31 3.72
O -2.00682 -0.94807 0.11507 2.11 2.08 1.14
H -1.03612 2.60560 0.23243 0.28 1.30 1.14
H -1.53122 4.28329 0.84848 0.95 -1.38 0.67
H 0.23377 3.59953 1.11524 -1.90 -0.24 0.18
H -1.49637 3.39872 3.25646 0.16 -1.41 -1.05
H -2.41794 2.17043 2.22421 1.39 0.18 0.54
H -1.77756 0.13450 2.38012 1.46 0.09 -0.45
H -0.18620 -0.43812 3.10129 -0.20 1.00 -1.39
H -2.52531 -0.18187 0.45203 0.31 -0.68 -0.12
```
Forces are in eV/Å.

Results of the Mulliken charge analysis, in e, for atoms 1 through 5: atom 1 (C): -0.651, atom 2 (O): -0.377, atom 3 (C): -0.647, atom 4 (C): 0.322, atom 5 (C): -1.506

***

No. 5
Here is C3H16HgO6 as an isolated structure in a non-equilibrium geometry from OMol25. Energies are from ωB97M-V/def2-TZVPD.

- Kohn-Sham gap (eV) = 6.2
- E_tot (Eh) = -728.57018
- E_LUMO (hartree) = -0.0207
- HOMO energy (hartree) = -0.247

Structure (XYZ):
```
26
Properties=species:S:1:pos:R:3:forces:R:3
Hg 14.99463 -14.56132 -14.19821 -0.50 -1.52 4.51
C 14.68901 -16.47113 -10.52614 -0.17 1.16 0.63
C 15.86045 -15.88178 -11.28179 0.87 -0.06 0.23
O 15.95742 -16.09524 -12.62026 -0.55 0.36 -2.82
H 13.87641 -15.75572 -10.65254 -0.71 -0.70 -0.43
H 14.90983 -16.35040 -9.46559 0.22 -0.18 0.30
H 14.47534 -17.52868 -10.68115 -0.15 0.22 -0.46
H 16.76400 -16.30038 -10.83853 0.53 -0.13 0.39
H 15.90824 -14.80773 -11.10224 -0.20 0.42 0.69
C 11.77698 -14.97012 -12.86733 2.23 -0.89 -1.78
O 12.92628 -14.21121 -13.20346 -0.09 0.84 0.53
H 11.82078 -15.75117 -13.62637 -1.31 -0.47 -0.80
H 11.84387 -15.67004 -12.03441 0.13 0.70 1.14
H 10.84136 -14.41142 -12.89109 -0.03 0.07 0.10
O 14.68676 -13.04075 -15.76707 -0.15 0.91 -1.38
H 13.82824 -13.08249 -16.18829 -0.50 -0.14 0.07
H 15.05388 -12.20422 -16.05287 0.33 0.26 0.10
O 16.18136 -12.62444 -13.36126 0.33 0.44 0.07
H 16.29485 -11.70022 -13.58299 -0.15 0.30 -0.06
H 16.88737 -12.81123 -12.74249 0.19 -0.33 0.30
O 13.87723 -15.98810 -15.48813 -0.59 -1.00 -1.34
H 12.92250 -16.05324 -15.50982 -0.50 0.13 0.46
H 14.16071 -16.33469 -16.33415 0.30 -0.20 -0.25
O 16.95798 -15.16380 -15.44950 0.44 -0.04 -0.50
H 17.32680 -15.08736 -16.32948 0.02 0.19 -0.34
H 17.36056 -15.95355 -15.08833 0.02 -0.35 0.64
```
Forces are in eV/Å.

Results of the Mulliken charge analysis, in e, for atoms 1 through 5: atom 1 (Hg): 1.770, atom 2 (C): -0.884, atom 3 (C): -0.272, atom 4 (O): -0.864, atom 5 (H): 0.133

***

No. 6
Here is a 2-piece molecular cluster, C2H10NO overall from OMol25. Energies are from ωB97M-V/def2-TZVPD.

- Kohn-Sham gap (spin up / spin down) (eV) = 4.5 / 11.3
- E_tot (Eh) = -212.03529
- E_LUMO (spin up / spin down) (hartree) = 0.0306 / 0.0186
- 2S+1 = 2
- HOMO energy (spin up / spin down) (hartree) = -0.135 / -0.398

Structure (XYZ):
```
14
Properties=species:S:1:pos:R:3:forces:R:3
C -2.51814 0.77991 0.37084 -0.61 0.26 -0.08
N -1.09103 1.11415 0.12812 0.42 -0.39 0.31
H -2.59782 0.06994 1.19077 0.13 -0.03 -0.12
H -3.04439 1.69758 0.63288 0.11 0.00 0.06
H -2.95748 0.37699 -0.53736 0.08 -0.03 0.02
H -0.62053 0.39432 -0.43641 -0.38 0.15 -0.26
H -0.55861 1.11045 1.03294 -0.07 0.26 0.25
H -0.92959 2.05110 -0.32680 -0.22 0.06 -0.15
C 1.24246 -0.81271 -0.31076 0.44 0.38 -0.53
O 2.60647 -1.17121 -0.20216 -0.20 -0.34 -0.12
H 0.68529 -0.96789 0.61757 0.08 0.15 0.09
H 1.28553 0.23885 -0.60636 -0.17 0.04 0.41
H 0.68431 -1.29345 -1.12867 0.27 -0.34 0.06
H 2.66798 -2.12698 -0.16810 0.10 -0.17 0.05
```
Forces are in eV/Å.

Results of the Mulliken charge analysis, in e, for atoms 1 through 5: atom 1 (C): -1.201, atom 2 (N): -1.560, atom 3 (H): 0.421, atom 4 (H): 0.541, atom 5 (H): 0.429